# 1
# C3H5N3

C3H5N3 in the gas phase (ωB97M-V with the def2-TZVPD basis set, the Open Molecules 2025 dataset).

XYZ file:
```
11
Properties=species:S:1:pos:R:3:forces:R:3:lowdin_charge:R:1
N 1.147022 -0.407548 -1.595309 0.162 0.017 -2.068 0.143
N 0.995740 0.581470 0.549215 1.075 2.111 1.881 0.088
N -0.880640 -0.392741 -0.245147 2.496 -0.615 -4.211 0.077
C -0.115802 0.844416 1.418800 2.368 -0.782 -0.495 -0.136
C -1.161841 0.204772 0.912790 -2.626 1.205 1.782 -0.233
C 0.589185 -0.007519 -0.470466 -6.234 -1.333 2.432 -0.472
H 0.907520 -1.334107 -1.815457 -0.463 -1.292 -0.535 0.086
H 0.005945 1.283261 2.404359 0.001 0.040 -0.487 0.092
H -2.120564 0.337367 1.399994 -0.231 -0.730 -0.510 0.108
H -1.472993 -0.747804 -1.068178 0.953 1.072 2.372 0.172
H 2.106428 -0.361566 -1.490600 2.499 0.307 -0.161 0.077
```
Forces are in eV/Å.

The value obtained for the energy relative to the best compared isomer or geometry (same formula, charge and spin) is 23.7 kcal per mole. Its SMILES is Nc1ncc[nH]1. The energy comes out at -281.55234 Eh. The charge is 0. The calculation puts the HOMO-LUMO gap at 8.7946 eV.

***

# 2
# C4H10NO

A gas-phase ion, C4H10NO (charge +1) (ωB97M-V with the def2-TZVPD basis set, the Open Molecules 2025 dataset).

XYZ file:
```
16
Properties=species:S:1:pos:R:3:forces:R:3:lowdin_charge:R:1
O -2.386701 -0.547730 0.160981 -0.556 1.344 -0.621 -0.053
N 0.656375 0.057166 -0.026869 -0.408 -2.197 0.177 -0.141
C -0.308247 0.858138 -0.017144 -1.467 0.180 0.206 0.026
C -1.871515 0.776003 0.057941 2.570 -0.984 0.020 -0.139
C 2.078248 0.397384 0.115012 -1.174 -2.397 -1.136 0.047
C 0.455791 -1.411903 -0.014695 -1.087 -0.135 -0.043 0.031
H -1.952745 1.476734 0.958497 -1.032 -0.927 -1.159 0.164
H 0.030336 1.838484 0.051157 0.223 2.093 0.035 0.128
H -2.138326 1.163707 -0.929781 -0.407 0.846 0.503 0.142
H -0.462726 -1.796479 -0.578672 1.233 1.026 1.082 0.131
H 2.592371 -0.217344 0.816913 -0.259 0.215 1.777 0.116
H -3.099902 -0.581336 -0.522320 0.659 -0.317 1.013 0.130
H 0.375226 -1.559969 1.090357 0.309 -1.037 -1.084 0.139
H 2.182967 1.408752 0.097247 0.768 2.700 0.366 0.082
H 2.514339 -0.090255 -0.713917 0.628 0.268 -1.759 0.098
H 1.334516 -1.771349 -0.544708 0.000 -0.678 0.624 0.097
```
Forces are in eV/Å.

The value obtained for the energy relative to the best compared isomer or geometry (same formula, charge and spin) is 49.8 kcal per mole. Its SMILES is C[N+](C)=CCO. The energy comes out at -288.08373 Eh. The charge is +1. The calculation puts the HOMO-LUMO gap at 11.4339 eV.

***

# 3
# C4H6ClN

A molecular structure, C4H6ClN (ωB97M-V with the def2-TZVPD basis set, the Open Molecules 2025 dataset).

XYZ file:
```
12
Properties=species:S:1:pos:R:3:forces:R:3:lowdin_charge:R:1
Cl -1.461964 -0.526370 -0.412485 -1.031 0.517 -0.257 0.589
N 1.210147 -1.313396 -0.293490 4.633 -0.714 2.534 -0.087
C 0.833707 -0.014359 0.659012 5.521 -0.031 -1.460 -0.552
C -0.519139 -0.360610 1.064719 -2.956 -2.716 3.944 -0.620
C 1.005698 1.286754 0.058234 -4.231 6.604 -7.314 -0.136
C 0.622209 2.273693 -0.757383 2.983 -7.732 6.335 0.159
H -0.507512 -1.465601 1.440921 0.277 1.934 -0.481 0.089
H 2.011676 -1.976708 0.562866 -3.007 2.555 -3.579 0.188
H 1.914733 -1.132914 -1.156378 -1.925 0.166 2.833 0.093
H -1.164385 0.157601 1.952363 2.003 -0.456 -2.495 0.140
H 0.654743 3.221908 -1.149197 0.024 1.714 -0.801 -0.020
H 1.818242 0.224917 1.268594 -2.291 -1.841 0.741 0.157
```
Forces are in eV/Å.

The value obtained for the energy relative to the best compared isomer or geometry (same formula, charge and spin) is 138.3 kcal per mole. The energy comes out at -670.72822 Eh. The charge is 0. The calculation puts the HOMO-LUMO gap at 9.9213 eV.

***

# 4
# C9H14O2

2 unconnected molecules or ions with the total composition C9H14O2 (ωB97M-V with the def2-TZVPD basis set, the Open Molecules 2025 dataset).

XYZ file:
```
25
Properties=species:S:1:pos:R:3:forces:R:3:mulliken_spin:R:1
O -0.688088 -2.999409 -0.787920 -0.377 0.766 -0.153 0.135
O 0.656958 1.605145 -1.999031 0.313 -0.519 0.440 0.000
C 0.892363 -0.278740 1.780161 1.578 0.655 -0.947 0.235
C 1.430273 0.834870 2.579545 1.024 0.772 1.345 0.015
C -1.701922 0.759936 -1.757403 -0.040 1.998 1.935 0.015
C -0.399944 -0.717006 1.961342 -2.066 -1.142 -0.237 0.062
C 1.661352 -0.665766 0.599536 -1.506 -0.368 1.173 0.035
C -0.702678 1.827413 -2.277728 -1.434 2.233 0.106 0.000
C -0.176220 -2.030911 -0.038129 0.778 -0.505 -2.121 0.290
C -0.969346 -1.540907 1.002714 -0.284 -0.158 2.105 0.107
C 1.142418 -1.507429 -0.332788 -0.616 0.725 1.379 0.045
H 1.650893 -1.737828 -1.236808 0.333 -0.411 -0.544 -0.004
H 2.504505 1.078734 2.587129 -0.173 -0.537 -1.090 0.001
H 0.847665 1.920336 -1.111766 0.041 0.067 -0.034 0.000
H -2.241288 1.235898 -0.864139 0.311 -0.615 -1.308 -0.001
H 1.328775 0.789580 3.667102 -1.010 -0.338 -0.060 0.014
H -1.034421 2.855392 -1.831846 0.641 -1.628 -0.816 0.001
H -0.405037 -2.999551 -1.729043 0.326 -0.135 0.733 0.002
H -1.115417 0.013212 -1.237567 -0.025 -0.816 -0.578 -0.001
H -0.750853 1.968791 -3.361899 -0.146 -0.277 0.166 0.000
H 0.918143 1.736408 2.235180 -0.128 0.169 0.132 0.041
H -1.985516 -1.926051 1.156839 0.489 0.145 -0.355 0.002
H -2.453798 0.452208 -2.480175 0.299 -0.396 0.062 0.000
H 2.615102 -0.217846 0.647249 1.108 0.138 -0.883 0.004
H -1.023919 -0.456478 2.829445 0.563 0.175 -0.450 0.002
```
Forces are in eV/Å.

The multiplicity is 2. The value obtained for the energy relative to the best compared isomer or geometry (same formula, charge and spin) is 24.0 kcal per mole. The energy comes out at -501.47341 Eh. The charge is +1. The calculation puts the HOMO-LUMO gap (alpha / beta) at 9.5810 / 5.8630 eV.